[1]
Molecular formula: C72H198N18O18
Method: DFT, ωB97M-V/def2-TZVPD

Structure (XYZ):
```
306
Properties=species:S:1:pos:R:3:forces:R:3:lowdin_charge:R:1
C -1.925 -1.879 -9.165 0.40 -1.06 -0.56 -0.069
C -1.624 -1.093 -7.902 -0.76 0.18 -0.27 -0.381
C -0.295 -0.253 -7.940 -2.14 -1.19 -0.69 -0.181
O 0.685 -1.174 -8.360 -0.83 0.11 0.92 -0.174
C 1.970 -0.682 -8.305 1.67 -0.29 -0.04 -0.124
N -2.833 -0.281 -7.610 0.86 0.66 0.56 0.040
H -1.811 -1.304 -10.083 0.02 0.21 0.02 0.082
H -2.936 -2.286 -9.146 -0.26 0.40 0.20 0.075
H -1.346 -2.795 -9.282 0.58 0.20 0.02 0.072
H -1.504 -1.816 -7.096 -0.08 0.04 0.21 0.116
H -0.159 0.199 -6.957 0.60 -0.11 0.09 0.092
H -0.434 0.535 -8.680 0.18 0.37 -0.16 0.128
H 2.293 -0.200 -7.383 -0.68 0.47 0.32 0.072
H 2.180 -0.028 -9.151 0.15 0.15 -0.09 0.093
H 2.643 -1.539 -8.309 0.03 -0.13 -0.57 0.092
H -3.154 0.216 -8.428 0.26 0.13 -0.28 0.083
H -3.630 -0.839 -7.340 0.04 -0.50 0.09 0.029
C -0.229 7.535 2.109 -0.66 -1.66 0.53 -0.039
C 0.043 6.811 3.453 -0.53 1.17 -0.61 -0.445
C -0.232 5.298 3.453 -0.58 0.66 0.53 -0.171
O -1.614 4.903 3.295 0.63 0.08 -0.59 -0.206
C -2.546 5.491 4.208 0.89 0.04 -0.51 -0.083
N 1.406 7.057 3.864 0.79 -0.44 0.26 0.041
H 0.256 6.993 1.297 0.46 0.27 -0.11 0.057
H 0.082 8.577 2.193 -0.23 -0.07 -0.27 0.080
H -1.288 7.382 1.902 -0.22 0.65 -0.19 0.076
H -0.588 7.349 4.162 -0.11 -0.36 0.39 0.123
H 0.161 4.869 4.374 -0.01 0.16 0.26 0.087
H 0.401 4.895 2.663 -0.51 -0.43 -0.44 0.105
H -3.544 5.111 3.989 0.21 -0.23 -0.05 0.089
H -2.562 6.569 4.049 -0.13 0.12 0.28 0.077
H -2.248 5.246 5.227 -0.17 0.12 0.23 0.077
H 1.998 6.755 3.103 0.41 -0.40 -0.13 0.061
H 1.586 8.051 3.875 -0.17 0.26 0.29 0.074
C -0.858 -6.336 -6.309 -0.73 1.24 -0.13 -0.062
C 0.116 -6.165 -5.111 -2.67 0.80 0.05 -0.388
C -0.641 -5.294 -4.003 1.99 -0.25 -0.38 -0.189
O -1.080 -4.011 -4.415 0.47 0.58 -0.89 -0.201
C -0.012 -3.109 -4.835 -0.13 -0.31 -0.11 -0.060
N 0.387 -7.529 -4.681 0.80 0.45 0.21 0.031
H -1.150 -5.395 -6.775 0.54 0.15 -0.47 0.071
H -1.852 -6.683 -6.028 -0.01 -0.25 0.93 0.061
H -0.592 -7.098 -7.041 0.69 0.35 -0.22 0.075
H 1.047 -5.663 -5.377 -0.02 -0.09 -0.17 0.126
H 0.030 -5.084 -3.170 0.42 -0.38 0.22 0.092
H -1.441 -5.900 -3.579 -0.46 0.31 -0.33 0.109
H 0.787 -2.919 -4.118 -0.28 -0.24 0.78 0.075
H -0.429 -2.139 -5.104 -0.45 -0.16 0.25 0.070
H 0.551 -3.420 -5.715 -0.39 -0.53 -0.32 0.087
H -0.447 -7.916 -4.264 -0.20 -0.17 0.12 0.076
H 0.443 -7.921 -5.610 0.41 -1.21 0.36 0.059
C 9.266 3.896 -5.123 -0.93 -0.69 0.30 -0.084
C 8.370 4.698 -4.188 0.88 -1.43 0.41 -0.400
C 7.537 3.698 -3.225 0.49 3.64 -0.13 -0.230
O 6.603 2.980 -3.936 -0.78 -1.53 0.51 -0.170
C 5.767 2.129 -3.107 0.73 -0.56 -1.47 -0.069
N 9.242 5.519 -3.358 -0.31 0.51 1.08 0.011
H 8.690 3.167 -5.692 -0.05 0.19 -0.43 0.070
H 9.853 3.277 -4.445 0.72 0.14 -0.29 0.075
H 9.829 4.581 -5.757 0.23 -0.38 0.00 0.076
H 7.766 5.368 -4.800 -0.60 -0.16 0.44 0.135
H 7.045 4.406 -2.558 -0.53 0.29 0.22 0.103
H 8.165 3.198 -2.488 0.54 -0.90 -0.58 0.122
H 5.202 2.643 -2.329 -0.06 0.29 -0.18 0.075
H 6.297 1.279 -2.678 0.75 0.34 0.51 0.086
H 5.161 1.574 -3.823 -0.64 0.61 0.07 0.069
H 10.013 5.004 -2.957 -0.08 -0.32 0.01 0.066
H 9.665 6.329 -3.788 -0.38 -0.04 -0.39 0.067
C 2.375 -3.597 8.153 1.60 0.24 -0.75 -0.043
C 3.529 -2.955 8.979 -0.78 0.67 -1.01 -0.444
C 3.332 -1.441 9.046 -0.32 0.19 -0.71 -0.200
O 3.236 -0.944 7.695 0.53 0.86 -0.47 -0.223
C 3.086 0.507 7.584 -0.66 -0.98 2.43 -0.079
N 3.525 -3.507 10.304 0.15 0.25 0.83 0.027
H 2.235 -3.085 7.201 -0.26 0.24 0.14 0.051
H 1.458 -3.623 8.741 0.03 -0.02 -0.07 0.081
H 2.705 -4.591 7.850 -0.32 -0.34 0.33 0.070
H 4.538 -3.013 8.570 -0.14 -0.81 -0.51 0.138
H 4.162 -0.984 9.585 0.07 0.16 0.03 0.127
H 2.404 -1.253 9.586 -0.30 0.37 0.13 0.122
H 3.836 1.046 8.163 0.71 -0.13 -0.42 0.082
H 2.211 0.707 8.204 -0.61 0.43 -0.33 0.076
H 2.950 0.951 6.598 0.25 -0.83 -0.18 0.077
H 3.425 -4.511 10.254 0.19 -0.20 -0.02 0.072
H 2.658 -3.189 10.715 -0.17 -0.02 0.51 0.066
C -5.220 -6.110 -6.240 0.52 0.89 -1.03 -0.066
C -5.567 -5.610 -4.872 -0.45 -1.05 0.08 -0.459
C -4.390 -4.993 -4.136 -1.10 -0.27 0.67 -0.158
O -4.850 -4.402 -2.876 0.70 -0.28 -2.40 -0.167
C -3.737 -3.783 -2.297 0.07 0.58 0.69 -0.142
N -6.650 -4.667 -5.030 -0.24 0.50 0.42 0.049
H -6.003 -6.633 -6.789 -0.17 -0.61 0.69 0.082
H -4.290 -6.679 -6.218 -0.03 -0.01 -0.39 0.071
H -5.186 -5.211 -6.855 0.94 0.13 -0.26 0.077
H -5.897 -6.520 -4.371 -0.03 0.04 0.91 0.136
H -3.888 -4.262 -4.770 0.05 0.31 0.10 0.116
H -3.681 -5.781 -3.884 0.20 -0.09 -0.08 0.116
H -4.161 -3.159 -1.510 0.49 -0.42 0.60 0.086
H -3.129 -3.102 -2.893 -0.52 0.22 -0.96 0.060
H -2.981 -4.525 -2.042 -0.10 -0.20 0.91 0.091
H -7.485 -5.187 -5.260 -0.22 0.09 -0.16 0.089
H -6.817 -4.240 -4.130 -0.20 0.13 0.22 0.062
C 3.265 -6.138 -1.857 0.95 0.05 0.44 -0.054
C 2.173 -6.453 -0.858 -0.88 0.26 -0.25 -0.431
C 1.477 -5.204 -0.249 0.78 0.08 0.36 -0.189
O 0.541 -5.582 0.748 -0.09 -0.47 0.79 -0.172
C -0.056 -4.512 1.465 -0.72 0.06 -0.12 -0.087
N 1.212 -7.258 -1.558 -0.78 -0.54 0.21 0.046
H 3.903 -6.973 -2.144 -0.16 -0.49 0.63 0.081
H 3.938 -5.409 -1.406 0.07 0.44 -0.49 0.070
H 2.887 -5.883 -2.848 -0.33 0.82 0.20 0.072
H 2.503 -7.063 -0.017 0.48 0.17 0.15 0.134
H 0.881 -4.633 -0.961 0.40 0.21 -0.70 0.108
H 2.273 -4.597 0.183 -0.14 0.48 0.08 0.096
H 0.556 -4.035 2.230 0.63 0.07 -0.32 0.078
H -0.953 -4.819 2.002 0.11 -0.90 -0.05 0.064
H -0.499 -3.764 0.806 0.47 0.34 -0.41 0.064
H 0.389 -7.168 -0.980 -0.65 -0.51 -0.14 0.067
H 1.010 -6.795 -2.433 -0.14 -0.25 -0.28 0.015
C 0.076 4.793 -0.888 -0.20 1.19 1.11 -0.058
C 1.329 5.107 -1.655 -0.42 -0.97 -1.45 -0.432
C 2.509 4.257 -1.264 1.19 0.48 0.39 -0.181
O 3.033 4.429 0.095 -0.37 -0.66 -0.82 -0.213
C 3.634 5.691 0.357 -0.25 -0.15 -0.15 -0.102
N 0.996 4.812 -3.075 0.17 0.66 0.58 0.054
H -0.575 5.652 -1.044 -0.40 -0.18 0.07 0.083
H 0.324 4.776 0.173 -0.16 -0.12 0.23 0.057
H -0.483 3.885 -1.117 0.44 -0.08 -0.38 0.065
H 1.583 6.164 -1.571 -0.09 0.08 0.08 0.134
H 3.301 4.453 -1.986 0.47 0.41 0.02 0.112
H 2.280 3.218 -1.501 -0.17 -0.29 0.86 0.104
H 4.404 5.958 -0.366 -0.09 -0.01 -0.40 0.090
H 4.153 5.675 1.316 -0.24 -0.41 0.16 0.081
H 2.865 6.462 0.402 0.04 0.27 -0.09 0.073
H 1.786 4.949 -3.689 0.17 0.05 -0.09 0.063
H 0.736 3.838 -3.132 -0.06 -0.42 -0.25 0.023
C 2.435 1.449 -4.960 2.43 0.41 -0.75 -0.070
C 1.505 0.599 -4.192 -1.55 0.67 -1.17 -0.473
C 2.094 -0.036 -3.005 0.25 -1.90 -0.25 -0.170
O 2.771 -1.258 -3.429 -0.20 0.73 -0.03 -0.175
C 3.035 -2.087 -2.323 -0.71 0.18 0.46 -0.107
N 0.474 1.517 -3.818 -0.77 1.29 1.65 0.054
H 2.781 2.278 -4.344 -0.07 -0.05 0.54 0.067
H 2.116 1.997 -5.847 -0.63 -0.63 -0.23 0.086
H 3.346 0.897 -5.191 0.10 -0.10 -0.42 0.076
H 0.933 -0.125 -4.772 0.97 -0.88 -0.53 0.127
H 1.248 -0.354 -2.396 0.11 0.15 0.58 0.102
H 2.747 0.664 -2.484 0.22 -0.16 0.29 0.123
H 3.131 -3.146 -2.563 0.70 0.18 -0.67 0.077
H 2.144 -2.120 -1.697 -0.15 0.30 0.55 0.068
H 3.864 -1.673 -1.749 0.17 -0.37 0.18 0.083
H -0.037 1.744 -4.659 -0.52 0.35 -0.05 0.036
H -0.183 1.097 -3.178 -0.29 -0.17 0.10 0.059
C 3.155 -5.332 3.814 -1.60 0.16 -0.77 -0.052
C 4.069 -5.332 2.583 -1.06 1.36 0.25 -0.420
C 4.488 -3.901 2.044 -1.90 -1.01 0.21 -0.175
O 3.371 -3.126 1.594 1.10 0.15 0.42 -0.222
C 3.814 -1.787 1.316 -1.49 -0.60 0.01 -0.097
N 5.247 -6.007 3.024 1.41 0.20 -0.01 0.032
H 2.204 -4.826 3.647 0.22 0.88 -0.17 0.047
H 3.628 -4.942 4.716 0.08 0.03 -0.06 0.077
H 2.700 -6.302 4.009 0.89 -0.54 0.12 0.083
H 3.610 -5.892 1.769 -0.16 0.06 -0.05 0.120
H 5.120 -4.077 1.172 0.58 0.09 0.07 0.120
H 4.975 -3.342 2.843 0.45 -0.07 0.08 0.123
H 2.887 -1.312 0.994 0.41 0.45 -0.27 0.057
H 4.574 -1.756 0.535 0.06 -0.03 -0.08 0.083
H 4.169 -1.274 2.210 0.18 -0.09 0.20 0.072
H 5.988 -5.610 2.465 0.70 -0.61 -0.57 0.063
H 5.461 -5.540 3.894 0.19 -0.37 0.72 0.063
C -2.322 1.695 4.967 0.51 -1.05 0.95 -0.027
C -1.865 0.217 4.678 -0.44 1.23 -0.20 -0.407
C -0.388 0.044 4.873 1.51 -0.01 -1.45 -0.213
O 0.035 -1.236 4.363 0.43 -0.25 1.02 -0.208
C 1.462 -1.498 4.587 -1.21 1.31 -0.88 -0.038
N -2.552 -0.780 5.506 -0.13 0.33 0.01 0.054
H -3.401 1.820 4.880 -0.01 -0.26 0.17 0.082
H -1.870 2.518 4.413 0.31 -0.48 -0.57 0.059
H -1.980 1.849 5.990 -0.48 0.37 0.37 0.055
H -2.127 0.074 3.630 0.23 -0.56 -0.20 0.108
H -0.014 0.165 5.889 -0.44 -0.03 0.45 0.127
H 0.145 0.791 4.284 0.14 0.48 -0.19 0.111
H 1.870 -0.959 5.442 -0.38 -0.56 0.65 0.061
H 1.969 -0.983 3.770 0.36 -0.48 -0.48 0.063
H 1.621 -2.576 4.580 0.07 0.26 0.09 0.080
H -2.649 -0.406 6.439 -0.33 0.29 0.25 0.075
H -1.868 -1.511 5.640 -0.01 -0.57 -0.16 0.064
C -0.285 1.727 1.104 0.47 0.08 1.37 -0.034
C 0.734 0.586 1.084 -0.20 -0.33 -1.46 -0.366
C 0.025 -0.685 0.542 -0.54 0.01 -1.45 -0.140
O -0.607 -0.476 -0.765 0.66 1.60 0.42 -0.219
C -1.208 -1.604 -1.346 -0.10 -0.11 1.16 -0.106
N 1.885 1.010 0.230 -0.42 -1.07 -0.09 0.085
H -1.165 1.575 1.729 -0.48 -0.64 -0.50 0.069
H -0.487 1.983 0.064 -0.38 0.16 0.33 0.073
H 0.140 2.557 1.669 0.43 0.46 -0.53 0.061
H 1.087 0.213 2.045 0.10 0.55 0.30 0.105
H -0.740 -0.940 1.276 -0.24 -0.07 0.11 0.114
H 0.644 -1.571 0.401 0.59 0.06 0.34 0.100
H -1.601 -1.438 -2.349 0.63 0.42 -0.14 0.069
H -2.097 -1.841 -0.760 -0.09 -0.58 0.24 0.077
H -0.471 -2.406 -1.307 -0.23 -0.55 -0.34 0.076
H 1.477 1.283 -0.653 -0.05 -0.18 -0.38 0.036
H 2.384 1.840 0.514 -0.24 0.16 0.73 0.028
C -3.125 0.738 -4.113 -0.84 -0.69 0.95 -0.049
C -2.892 2.038 -4.851 -0.36 -1.13 0.64 -0.417
C -2.806 3.205 -3.875 -0.34 0.19 -0.93 -0.185
O -4.103 3.291 -3.284 1.16 -0.09 0.81 -0.177
C -4.242 4.460 -2.513 -1.56 0.24 0.12 -0.115
N -1.779 1.864 -5.748 0.68 1.12 -0.18 0.041
H -2.403 0.398 -3.370 0.56 0.68 0.09 0.061
H -3.237 -0.155 -4.728 -0.10 0.30 -0.63 0.059
H -4.058 0.854 -3.561 -0.11 -0.14 0.05 0.072
H -3.817 2.230 -5.395 -0.24 0.00 -0.23 0.138
H -2.629 4.117 -4.447 0.06 0.31 -0.22 0.123
H -1.965 3.151 -3.184 -0.12 -0.36 0.50 0.111
H -5.197 4.412 -1.988 -0.33 -0.31 -0.23 0.079
H -4.351 5.306 -3.191 0.52 0.41 0.14 0.089
H -3.575 4.641 -1.670 0.91 -0.22 -0.45 0.083
H -1.864 0.972 -6.215 -0.46 -0.19 -0.04 0.015
H -1.921 2.534 -6.490 0.43 0.21 -0.30 0.089
C -3.382 -3.139 1.765 -1.13 -0.28 0.41 -0.059
C -4.256 -3.578 2.931 0.36 -0.18 -0.41 -0.467
C -3.528 -4.605 3.782 -0.74 -0.83 -1.26 -0.182
O -3.287 -5.823 2.958 -0.60 1.82 2.64 -0.170
C -2.527 -6.671 3.787 1.01 -0.97 -0.87 -0.149
N -4.619 -2.408 3.701 -0.01 -0.34 -0.26 0.053
H -3.891 -2.281 1.326 0.37 0.18 -0.20 0.073
H -3.301 -3.939 1.028 0.44 0.11 0.06 0.077
H -2.450 -2.877 2.264 0.40 0.23 -0.65 0.072
H -5.208 -4.027 2.647 0.11 -0.27 -0.51 0.142
H -4.207 -4.759 4.621 -0.10 -0.94 0.19 0.115
H -2.604 -4.278 4.259 0.43 0.33 -0.45 0.121
H -2.752 -6.761 4.850 -0.93 0.26 0.00 0.085
H -1.488 -6.342 3.789 0.36 0.01 -0.17 0.073
H -2.572 -7.659 3.329 0.11 -0.09 0.16 0.091
H -5.068 -2.795 4.519 -0.05 0.68 0.58 0.067
H -3.758 -1.947 3.958 -0.08 0.37 0.69 0.026
C -0.173 3.939 7.165 0.99 -0.40 -0.06 -0.061
C 1.148 4.307 7.944 -2.40 1.55 -0.31 -0.373
C 1.573 5.811 7.674 1.24 -0.99 -0.29 -0.162
O 2.809 6.011 8.439 -0.59 0.56 0.40 -0.218
C 3.195 7.383 8.705 -0.51 -0.39 -1.22 -0.091
N 0.810 4.181 9.367 0.94 -0.12 -0.06 0.024
H -0.538 2.952 7.451 0.31 -0.12 0.34 0.059
H -0.050 3.862 6.085 0.13 0.30 -0.01 0.041
H -1.014 4.597 7.383 0.23 0.41 0.05 0.073
H 1.965 3.620 7.725 0.00 0.16 -0.19 0.125
H 0.787 6.534 7.891 -0.19 -0.10 0.87 0.117
H 1.742 6.003 6.615 0.48 -0.22 -0.30 0.097
H 2.434 7.945 9.247 -0.26 -0.12 -0.01 0.081
H 3.378 7.849 7.737 -0.18 0.36 -0.10 0.079
H 4.133 7.511 9.245 -0.06 -0.92 0.18 0.081
H 1.564 4.723 9.764 0.24 -0.13 0.93 0.053
H -0.015 4.724 9.577 -0.34 0.05 -0.16 0.065
C -7.358 -0.686 -6.240 0.92 -0.39 1.11 -0.047
C -5.942 -0.891 -5.644 -0.23 0.40 0.01 -0.403
C -5.968 -1.179 -4.102 -0.79 1.28 -1.00 -0.214
O -6.650 -0.113 -3.418 0.86 -1.00 2.91 -0.180
C -6.481 -0.311 -1.906 0.55 0.39 -1.71 -0.035
N -5.213 -2.015 -6.300 -0.87 0.98 0.44 0.050
H -7.326 -0.551 -7.321 -0.04 -0.41 0.06 0.076
H -7.773 0.222 -5.802 -0.10 -0.10 0.07 0.074
H -7.923 -1.546 -5.880 -0.58 0.00 -0.59 0.075
H -5.460 0.055 -5.890 0.66 -0.02 0.50 0.114
H -4.944 -1.295 -3.747 0.15 0.04 0.15 0.090
H -6.499 -2.116 -3.935 -0.06 -0.20 0.02 0.102
H -5.437 -0.315 -1.595 0.53 0.26 -0.64 0.061
H -6.796 -1.284 -1.528 -0.85 0.00 -0.44 0.080
H -6.900 0.533 -1.357 -0.53 -0.18 -0.45 0.069
H -4.375 -2.145 -5.751 0.50 -0.11 0.09 0.043
H -5.796 -2.788 -6.011 -0.04 -0.97 -0.42 0.023
C -8.734 1.849 1.743 0.03 0.03 0.93 -0.062
C -7.900 3.116 2.058 0.37 -1.78 -0.75 -0.412
C -6.406 2.969 1.667 0.02 0.81 1.59 -0.203
O -5.732 1.904 2.364 -0.96 -0.82 -0.91 -0.193
C -4.447 1.633 1.796 -0.83 1.34 -0.40 -0.090
N -8.451 4.227 1.281 -0.68 0.34 0.43 0.031
H -8.627 1.460 0.730 0.52 -0.02 0.02 0.072
H -9.801 2.052 1.832 -0.13 0.37 0.14 0.068
H -8.557 1.089 2.504 0.31 -0.32 -0.36 0.076
H -7.928 3.287 3.134 -0.16 0.20 0.00 0.135
H -5.928 3.876 2.039 0.07 0.51 -0.03 0.110
H -6.318 3.090 0.587 0.21 -1.06 -0.35 0.114
H -4.574 1.557 0.716 0.25 -0.17 -0.23 0.077
H -3.947 0.732 2.153 -0.46 0.12 0.46 0.075
H -3.902 2.554 2.002 0.94 -0.20 -0.11 0.079
H -9.104 4.691 1.895 0.29 0.81 0.51 0.068
H -9.172 3.807 0.713 0.28 -0.19 -0.96 0.055
C 7.450 2.415 2.997 0.30 -0.18 0.16 -0.057
C 6.462 2.296 1.844 0.84 0.00 -0.50 -0.432
C 5.004 2.049 2.158 -0.52 -1.88 1.34 -0.214
O 4.435 2.849 3.174 -0.45 1.76 -0.35 -0.150
C 3.024 2.874 3.215 -0.97 -0.59 -0.66 -0.107
N 6.652 3.522 1.045 -0.41 -0.86 0.62 0.056
H 7.714 1.438 3.401 -0.41 0.15 0.60 0.077
H 7.128 3.170 3.714 -0.57 -0.56 0.51 0.079
H 8.408 2.864 2.732 -0.02 -0.24 -0.92 0.074
H 6.657 1.444 1.191 0.61 -0.23 0.05 0.134
H 4.870 1.047 2.565 0.55 -0.71 0.09 0.112
H 4.457 1.906 1.226 -0.41 1.11 -0.29 0.109
H 2.591 1.892 3.402 0.23 -0.52 0.58 0.072
H 2.496 3.117 2.293 0.70 0.40 -0.77 0.053
H 2.556 3.578 3.903 0.93 0.08 0.56 0.083
H 6.259 4.108 1.768 -0.20 1.54 -0.59 0.059
H 5.957 3.401 0.323 -0.29 0.78 -0.42 0.049
```
Positions in Å, forces in eV/Å.

Calculated values
Frontier orbital gap: 9.18 eV

***

[2]
Molecular formula: C4H6N2O
Method: DFT, ωB97M-V/def2-TZVPD

Structure (XYZ):
```
13
Properties=species:S:1:pos:R:3:forces:R:3:lowdin_charge:R:1
C 0.989 -0.905 0.568 0.98 0.60 -0.51 -0.101
C 1.522 0.285 -0.051 0.58 -0.94 -0.53 -0.107
C -0.315 -0.974 0.785 -2.08 -2.20 -0.79 -0.125
C 0.773 1.382 -0.101 1.25 -1.09 0.41 -0.221
N -1.199 0.086 0.497 0.03 1.28 2.64 -0.151
N -1.942 -0.153 -0.580 0.92 -0.69 -0.32 0.089
O -0.385 1.437 0.511 -1.65 -0.30 0.33 -0.026
H 1.748 -1.656 0.709 -0.61 -0.68 0.27 0.101
H 2.434 0.127 -0.633 -0.12 0.65 0.46 0.105
H -0.923 -1.942 0.773 1.11 1.37 0.82 0.142
H 1.225 2.278 -0.383 -0.01 1.73 -1.04 0.098
H -2.617 0.539 -0.830 -0.15 0.33 0.03 0.106
H -1.311 -0.506 -1.263 -0.26 -0.06 -1.77 0.089
```
Positions in Å, forces in eV/Å.

Calculated values
Frontier orbital gap: 8.79 eV
SMILES string: NN1C=CC=CO1